# 1
This record from OMol25 describes C39H34BN14SbSe4Ti as an isolated structure at a distorted geometry. The level of theory is the ωB97M-V functional and the def2-TZVPD basis.

```
94
Properties=species:S:1:pos:R:3:forces:R:3:mulliken_charge:R:1
Ti -0.243 -0.294 -0.190 -3.4 -0.7 0.6 -0.49
C 3.134 1.422 1.717 -0.1 -0.1 -0.2 -1.68
C 2.411 1.051 0.589 0.6 0.1 0.1 -0.56
N 1.475 0.167 0.905 0.5 0.3 -0.2 1.52
N 1.575 -0.056 2.223 0.0 0.1 0.6 0.08
C 2.569 0.686 2.736 0.0 0.1 -0.2 -0.40
B 0.932 -1.288 2.893 0.0 -0.3 -0.4 -0.02
N 1.540 -2.517 2.192 0.4 -0.3 0.0 1.38
C 1.608 -3.780 2.661 0.0 -0.1 -0.1 -0.30
C 2.375 -4.515 1.789 -0.1 -0.1 0.0 -1.47
C 2.731 -3.602 0.790 -0.1 0.1 0.3 -0.42
N 2.217 -2.410 1.037 0.6 0.2 -0.1 -0.95
N -0.590 -1.352 2.658 -0.3 0.0 1.1 0.17
C -1.467 -1.980 3.459 0.1 0.1 -0.2 -0.32
C -2.647 -2.164 2.769 0.2 0.2 -0.4 -1.67
C -2.405 -1.618 1.517 -0.7 -0.5 0.4 -0.98
N -1.159 -1.131 1.450 0.2 -0.1 0.3 1.40
N 1.280 -1.351 4.365 0.3 -0.1 0.1 0.89
C 2.473 -1.739 4.885 0.1 -0.1 0.2 -0.42
C 2.384 -1.662 6.252 0.1 0.0 -0.2 -1.04
C 1.079 -1.207 6.487 0.1 0.0 -0.2 -0.43
N 0.436 -1.018 5.354 -0.7 0.4 0.1 -1.29
H 3.936 2.129 1.769 0.2 0.1 0.1 0.53
H 2.568 1.395 -0.418 -0.2 0.0 -0.1 0.33
H 2.820 0.650 3.776 0.0 -0.1 0.2 0.54
H 1.111 -4.063 3.565 -0.1 -0.1 0.3 0.58
H 2.643 -5.547 1.857 0.0 -0.3 0.1 0.49
H 3.341 -3.756 -0.080 0.1 0.0 -0.2 0.66
H -1.195 -2.220 4.469 0.0 -0.1 0.0 0.64
H -3.548 -2.636 3.100 -0.2 0.0 0.1 0.56
H -3.093 -1.569 0.686 0.1 0.1 0.0 0.64
H 3.292 -2.042 4.262 0.1 -0.1 -0.2 0.52
H 3.139 -1.899 6.972 0.2 -0.1 0.1 0.46
H 0.595 -1.007 7.423 -0.1 0.0 0.2 0.49
C -0.537 -3.717 -0.454 -0.1 0.0 0.1 -1.33
C 0.530 -3.109 -1.307 -0.4 -0.2 0.3 0.60
C 1.261 -3.925 -2.157 0.5 0.4 -0.5 -0.88
C 2.230 -3.373 -2.986 -0.5 -0.4 0.4 -0.95
C 2.385 -2.006 -2.999 -0.3 0.8 0.4 -1.08
C 1.588 -1.214 -2.167 0.4 -1.8 0.0 0.52
N 0.714 -1.780 -1.286 1.2 0.0 -1.1 1.85
C 1.484 0.218 -2.333 -0.1 1.6 -0.3 0.16
C 2.286 1.001 -3.175 -0.2 -0.7 0.4 -0.80
C 1.925 2.304 -3.443 -0.6 0.3 0.3 -1.30
C 0.728 2.802 -2.920 0.7 -0.3 -0.3 -0.70
C 0.001 2.005 -2.054 -0.2 0.1 0.1 0.35
N 0.419 0.779 -1.696 2.1 1.2 -1.9 1.64
C -1.309 2.389 -1.517 -0.4 0.5 0.0 0.64
C -2.168 3.162 -2.286 0.4 -0.2 0.2 -1.17
C -3.458 3.375 -1.825 -0.1 -0.1 0.3 -0.93
C -3.803 2.867 -0.589 0.3 0.1 -0.3 -0.89
C -2.875 2.109 0.132 0.1 -0.2 0.2 0.36
C -3.263 1.550 1.460 0.2 -0.1 0.1 -1.19
N -1.660 1.837 -0.340 0.2 -0.1 -0.6 1.12
H -0.432 -4.798 -0.434 0.1 0.0 0.0 0.52
H -0.510 -3.341 0.572 0.0 -0.1 -0.2 -0.20
H -1.523 -3.493 -0.884 0.2 0.0 0.1 0.23
H 1.066 -4.984 -2.177 -0.1 -0.1 0.1 0.54
H 2.821 -4.000 -3.636 0.0 0.0 -0.1 0.45
H 3.088 -1.535 -3.664 0.0 0.0 -0.1 0.43
H 3.182 0.581 -3.601 0.0 -0.1 -0.1 0.54
H 2.545 2.925 -4.067 0.1 0.1 -0.1 0.50
H 0.383 3.790 -3.174 -0.1 0.1 0.0 0.60
H -1.868 3.504 -3.262 0.0 0.0 -0.1 0.53
H -4.169 3.896 -2.447 -0.1 0.0 0.0 0.44
H -4.795 3.004 -0.187 -0.1 0.0 0.0 0.50
H -3.362 2.367 2.175 -0.1 0.0 0.1 0.40
H -2.501 0.863 1.829 -0.2 0.2 0.0 -0.35
H -4.225 1.041 1.377 0.0 -0.1 0.1 0.42
N 3.532 10.334 -0.824 0.2 0.4 -0.2 -0.50
C 3.088 9.365 -0.407 0.1 0.3 -0.1 0.02
C 2.538 8.164 0.102 -0.3 -0.6 0.3 0.52
C 2.926 6.936 -0.435 -0.1 0.2 0.1 -1.08
C 2.381 5.769 0.060 -0.1 0.0 0.1 -0.02
C 1.440 5.812 1.087 0.2 0.6 -0.2 0.77
C 1.059 7.039 1.626 0.0 -0.1 0.0 -0.66
C 1.607 8.209 1.140 0.1 -0.1 -0.1 -0.93
N 0.874 4.623 1.562 0.0 -0.2 0.0 0.38
C 0.403 4.348 2.820 -0.1 -0.1 0.5 -0.66
C -0.033 3.057 2.788 0.1 0.3 0.0 -1.37
N 0.137 2.540 1.539 0.1 0.2 0.0 0.54
C 0.686 3.493 0.839 -0.3 -0.3 -0.1 -0.59
H 3.653 6.905 -1.231 0.1 0.0 0.0 0.45
H 2.696 4.818 -0.339 0.1 -0.1 0.0 0.53
H 0.322 7.081 2.413 -0.1 0.0 0.0 0.46
H 1.313 9.162 1.558 0.0 0.0 0.0 0.45
H 0.450 5.050 3.624 0.0 0.2 0.1 0.52
H -0.441 2.465 3.583 -0.1 -0.1 0.2 0.72
H 0.925 3.432 -0.205 0.1 0.1 -0.2 0.26
Se -3.887 -3.097 -4.206 0.5 0.3 0.6 -0.58
Sb -4.024 -0.984 -2.999 -2.9 -0.3 -2.1 0.75
Se -1.923 -0.788 -1.533 -0.1 -0.5 0.2 0.22
Se -5.941 -0.888 -1.494 0.8 0.0 0.5 -0.59
Se -4.153 0.939 -4.493 0.7 0.0 0.4 -0.61
```
Forces are in eV/Å.

The value obtained for the total energy is -12993.60206 a.u. The LUMO energy (alpha / beta) comes out at -2.2 / -2.2 eV. The orbital gap (alpha / beta) comes out at 0.1387 / 0.1385 Eh. Its net charge is 0.

***

# 2
This record from OMol25 describes C39H34BrCl2CrF11N3O4PTe as an isolated structure at a distorted geometry. The level of theory is the ωB97M-V functional and the def2-TZVPD basis.

```
97
Properties=species:S:1:pos:R:3:forces:R:3:mulliken_spin:R:1
Cr 0.813 0.953 0.304 -1.0 -0.4 1.0 1.95
O -1.597 -3.425 2.200 0.0 0.0 0.0 0.00
C -1.010 -2.973 3.355 0.0 0.0 -0.1 0.00
C -1.115 -3.669 4.549 0.0 0.1 0.0 0.00
C -0.504 -3.166 5.690 0.0 0.0 0.0 0.00
C 0.203 -1.977 5.633 0.0 0.0 0.0 0.00
C 0.300 -1.292 4.427 -0.1 0.0 0.0 0.00
C -0.293 -1.778 3.272 -0.1 0.0 0.1 -0.02
C -0.242 -1.004 1.968 0.1 0.0 0.1 0.05
O 0.449 0.157 2.078 -0.1 -0.2 -0.1 -0.05
N 0.433 -1.840 0.929 -0.1 -0.1 -0.3 0.00
N 1.340 -1.100 0.231 0.2 0.0 -0.2 -0.05
C 2.251 -1.722 -0.410 0.1 0.0 0.0 0.08
C 3.354 -1.091 -1.122 -0.2 -0.1 0.1 -0.06
Br 3.678 0.706 -0.657 0.5 -0.1 0.0 0.01
C 4.156 -1.732 -1.976 -0.1 0.0 -0.2 0.00
C 3.922 -3.099 -2.478 0.1 0.1 0.1 0.00
C 2.641 -3.541 -2.816 0.0 -0.1 0.0 -0.02
C 2.457 -4.841 -3.267 0.1 0.0 0.0 0.00
C 3.539 -5.699 -3.399 0.0 -0.1 0.0 0.00
C 4.819 -5.251 -3.100 0.0 0.0 0.0 0.00
C 5.010 -3.955 -2.652 0.0 -0.1 0.0 0.01
H -2.146 -4.189 2.401 0.0 0.0 0.0 0.00
H -1.675 -4.597 4.586 0.0 0.0 0.0 0.00
H -0.591 -3.708 6.623 0.0 0.0 0.0 0.00
H 0.670 -1.574 6.521 0.0 0.0 0.0 0.00
H 0.812 -0.343 4.368 -0.1 0.0 0.1 0.00
H -1.270 -0.839 1.617 0.0 0.0 0.0 -0.01
H 0.830 -2.712 1.258 -0.1 0.0 0.1 0.00
H 2.253 -2.810 -0.404 0.0 0.0 0.0 0.00
H 5.021 -1.203 -2.358 0.0 0.0 0.0 0.00
H 1.806 -2.851 -2.779 0.0 -0.1 0.0 0.00
H 1.463 -5.172 -3.535 0.0 0.0 0.0 0.00
H 3.389 -6.710 -3.757 0.0 0.0 0.0 0.00
H 5.669 -5.911 -3.221 0.0 0.0 0.0 0.00
H 6.007 -3.600 -2.424 0.0 0.0 0.0 0.00
C 3.134 0.433 2.991 0.0 -0.1 0.1 0.02
C 2.732 1.865 2.623 0.0 0.0 0.2 -0.01
O 2.007 2.013 1.477 -0.2 0.0 -0.5 -0.01
C 4.050 2.695 2.461 0.0 0.0 -0.1 0.00
F 4.648 2.937 3.649 0.0 0.0 0.0 0.00
F 3.858 3.877 1.861 -0.1 0.0 0.1 0.00
F 4.959 2.040 1.713 -0.1 0.0 0.1 0.00
C 1.963 2.512 3.832 0.0 0.0 0.0 0.00
F 0.669 2.215 3.831 0.0 -0.1 -0.1 0.00
F 2.455 2.120 5.030 0.0 0.0 0.0 0.00
F 2.044 3.865 3.812 0.0 0.0 0.0 0.00
H 3.751 0.025 2.196 0.0 0.0 -0.1 0.00
H 2.233 -0.167 3.076 0.2 0.1 -0.1 0.00
H 3.697 0.403 3.922 0.1 0.0 0.0 0.00
N -1.020 1.054 0.366 0.4 0.1 -0.1 -0.03
P -2.155 1.187 -0.717 0.0 0.0 0.0 -0.02
C -2.325 -0.134 -1.940 0.0 -0.1 0.0 0.00
C -2.778 0.062 -3.239 0.0 0.0 0.0 0.00
C -2.945 -1.020 -4.092 0.0 0.0 0.0 0.00
C -2.675 -2.303 -3.645 0.0 0.0 0.0 0.00
C -2.234 -2.505 -2.345 0.0 -0.1 0.0 -0.01
C -2.056 -1.429 -1.497 0.0 0.1 0.1 0.01
C -2.333 2.770 -1.587 0.0 0.1 0.0 -0.01
C -1.547 3.070 -2.698 -0.1 0.0 -0.1 0.03
C -1.569 4.341 -3.249 0.0 0.0 0.0 -0.01
C -2.367 5.330 -2.691 0.0 0.0 0.0 0.00
C -3.144 5.044 -1.578 0.0 0.0 0.0 0.00
C -3.126 3.771 -1.030 0.0 0.0 0.1 0.01
C -3.686 1.062 0.263 -0.1 0.0 0.0 -0.01
C -4.922 0.874 -0.349 0.0 0.0 -0.1 0.00
C -6.074 0.772 0.415 0.0 0.0 0.0 0.00
C -5.996 0.856 1.799 0.0 0.0 0.0 0.00
C -4.767 1.040 2.414 0.0 0.0 0.0 0.00
C -3.612 1.143 1.650 0.0 0.0 0.0 0.01
H -2.980 1.059 -3.601 0.0 0.1 0.0 0.00
H -3.271 -0.855 -5.111 0.0 0.0 0.0 0.00
H -2.797 -3.145 -4.315 0.0 0.0 0.0 0.00
H -2.005 -3.505 -1.998 0.0 0.0 0.0 0.00
H -1.678 -1.591 -0.494 0.0 0.0 0.0 0.00
H -0.891 2.328 -3.123 0.1 -0.1 0.0 0.00
H -0.939 4.556 -4.102 0.0 0.0 0.0 0.00
H -2.373 6.327 -3.115 0.0 0.0 0.0 0.00
H -3.758 5.815 -1.129 0.0 0.0 0.0 0.00
H -3.722 3.565 -0.149 0.0 0.0 0.0 0.00
H -4.984 0.796 -1.429 0.0 0.0 0.0 0.00
H -7.031 0.623 -0.070 0.0 0.0 0.0 0.00
H -6.896 0.772 2.396 0.0 0.0 0.0 0.00
H -4.703 1.102 3.493 0.0 0.0 0.0 0.00
H -2.641 1.282 2.109 0.0 0.0 0.0 0.01
Cl -0.807 5.374 1.418 0.0 0.0 0.0 0.00
C 0.751 4.705 0.886 0.0 -0.1 -0.2 0.00
Cl 0.562 3.540 -0.426 0.2 0.7 -0.3 0.01
H 1.214 4.177 1.703 0.0 0.0 0.1 0.00
H 1.359 5.519 0.508 0.0 0.0 0.1 0.00
F 0.062 0.776 -4.342 -0.2 -0.1 0.2 0.00
Te 1.572 0.417 -3.264 -0.5 0.2 0.0 0.20
F 3.494 0.835 -3.715 0.1 -0.1 0.2 0.13
F 1.965 -0.683 -4.815 0.0 0.1 -0.1 0.06
F 1.592 2.360 -3.363 0.1 0.0 -0.3 0.03
F 0.641 -1.301 -2.794 0.0 -0.1 -0.1 0.07
O 0.556 0.894 -1.535 0.7 0.2 0.2 0.63
```
Forces are in eV/Å.

The value obtained for the total energy is -8218.63383 a.u. The LUMO energy (alpha / beta) comes out at 1.6 / 1.0 eV. Its spin multiplicity is 4. The orbital gap (alpha / beta) comes out at 0.2611 / 0.2574 Eh. Its net charge is -1.

***

# 3
This record from OMol25 describes C39H34ClN3SSi2Zn as an isolated structure at a distorted geometry. The level of theory is the ωB97M-V functional and the def2-TZVPD basis.

```
81
Properties=species:S:1:pos:R:3:forces:R:3:mulliken_charge:R:1
C -1.080 -0.455 1.817 0.1 -0.2 -0.8 -0.51
C -1.316 0.129 0.530 0.8 -0.5 0.4 -1.18
C -0.541 -0.591 -0.428 -0.8 0.3 0.9 0.05
H -1.978 0.966 0.321 0.3 -0.1 0.1 0.54
C 0.060 -1.686 0.238 0.5 0.1 1.1 -0.47
C -0.207 -1.578 1.633 -0.2 0.0 -0.5 -1.25
H 0.169 -2.268 2.406 -0.4 0.3 -0.4 0.49
H -1.489 -0.098 2.774 0.1 -0.3 -0.6 0.68
H -0.434 -0.356 -1.469 -0.3 -0.1 -0.4 0.42
H 0.605 -2.497 -0.235 0.1 0.1 0.0 0.54
Zn 3.215 0.926 -3.048 0.3 0.2 1.7 0.69
Si 2.292 0.734 -6.382 0.0 -0.5 -3.7 0.19
C 1.967 2.088 -7.933 -0.3 0.2 0.3 -0.26
C 2.882 2.594 -8.909 0.0 0.4 0.3 -0.09
H 3.918 2.246 -8.974 -0.4 0.0 0.3 0.36
C 2.528 3.631 -9.812 -0.3 -0.1 0.3 -0.56
H 3.279 4.105 -10.472 -0.4 -0.6 0.5 0.34
C 1.218 4.141 -9.838 0.1 -0.3 0.6 -0.30
H 0.954 5.036 -10.424 0.2 -0.7 0.1 0.37
C 0.257 3.533 -9.019 0.4 -0.1 0.0 -0.92
H -0.783 3.881 -9.061 0.5 -0.3 0.1 0.38
C 0.637 2.527 -8.102 -0.2 0.5 0.1 0.13
H -0.162 2.113 -7.485 0.2 0.1 0.0 0.51
C 2.234 -0.869 -7.594 0.1 -1.1 0.4 0.39
C 1.609 -0.818 -8.872 -0.2 -0.2 0.0 0.03
H 1.210 0.117 -9.263 0.1 -0.1 0.3 0.26
C 1.408 -1.955 -9.695 0.4 0.5 0.5 -0.74
H 0.854 -1.872 -10.636 0.3 0.2 0.4 0.36
C 1.905 -3.191 -9.302 -0.1 0.1 0.3 -0.37
H 1.790 -4.073 -9.947 0.0 0.4 0.4 0.35
C 2.527 -3.299 -8.054 0.2 0.6 0.5 -0.62
H 2.845 -4.286 -7.711 0.1 0.4 -0.1 0.35
C 2.721 -2.170 -7.217 -0.8 0.2 -0.8 -0.30
H 3.218 -2.333 -6.256 -0.2 0.1 -0.2 0.31
H 1.303 0.657 -5.227 -0.1 0.2 -0.5 -0.11
Si -2.119 -0.143 -4.531 -0.4 0.0 0.0 -0.17
C -1.419 -2.103 -4.063 0.4 0.6 -1.8 0.67
C -2.540 -2.881 -4.301 -0.2 -0.8 0.5 -0.75
H -3.370 -2.497 -4.895 0.1 -0.1 0.1 0.32
C -2.638 -4.160 -3.723 0.1 0.0 0.4 -0.44
H -3.574 -4.728 -3.800 0.4 0.2 -0.1 0.34
C -1.564 -4.682 -2.991 0.0 0.2 -0.1 -0.56
H -1.682 -5.643 -2.453 0.2 0.7 -0.5 0.32
C -0.357 -3.954 -2.932 -0.4 0.5 -0.1 -0.36
H 0.507 -4.398 -2.425 -0.3 0.3 -0.2 0.33
C -0.281 -2.643 -3.467 -0.2 -1.0 0.5 -0.09
H 0.665 -2.101 -3.370 -0.4 0.0 0.0 0.35
C -2.444 1.951 -4.049 0.0 0.0 -1.0 0.28
C -3.431 2.367 -3.147 0.0 0.8 0.4 -0.46
H -4.143 1.663 -2.700 0.5 0.1 -0.1 0.32
C -3.541 3.747 -2.777 -0.2 -1.3 -0.2 -0.44
H -4.261 4.041 -2.000 0.3 -0.2 -0.4 0.36
C -2.762 4.708 -3.404 0.6 0.0 -0.4 -0.54
H -2.838 5.775 -3.110 0.0 -0.8 -0.3 0.35
C -1.846 4.295 -4.393 0.1 -0.5 0.2 -0.45
H -1.267 5.064 -4.925 -0.2 -0.5 0.3 0.37
C -1.662 2.911 -4.687 0.1 1.5 0.0 0.11
H -0.899 2.639 -5.441 -0.5 0.2 0.5 0.07
H -1.728 -0.084 -3.194 0.2 0.2 2.5 0.08
Cl 4.247 2.458 -4.149 -0.3 -0.3 0.2 -0.36
N 2.409 0.322 2.292 0.2 -0.3 0.0 0.04
C 1.721 1.521 2.553 -0.3 0.9 -2.5 -0.21
C 0.463 1.782 3.134 -1.0 0.1 0.9 -0.38
C -0.386 2.804 2.641 0.5 -0.6 0.4 -0.49
C 0.060 3.716 1.670 1.4 -0.2 0.3 -0.39
C 1.378 3.569 1.213 -0.6 0.7 -0.7 -0.81
C 2.098 2.384 1.448 -1.4 -0.8 1.3 0.82
N 2.836 1.722 0.504 0.5 -2.4 1.4 -0.57
C 2.960 0.463 1.018 -0.4 2.6 0.1 -0.29
C 3.452 -0.581 0.150 -0.1 -2.0 -0.9 0.46
C 3.509 -1.957 0.410 -0.4 1.2 -0.6 -0.13
S 3.991 -2.853 -0.996 -0.3 0.6 0.9 -0.06
C 4.050 -1.417 -1.871 -0.8 0.7 0.9 0.02
N 3.705 -0.304 -1.209 0.5 -0.9 -1.2 -0.46
H 2.450 -0.512 2.932 -0.4 1.3 -1.5 0.35
H 0.074 1.125 3.928 0.2 0.3 -0.6 0.50
H -1.447 2.902 2.948 1.0 -0.4 0.2 0.29
H -0.623 4.501 1.308 0.7 -0.3 0.2 0.39
H 1.857 4.286 0.547 -0.5 -0.2 -0.3 0.38
H 2.983 -2.451 1.224 0.6 0.1 0.0 0.36
H 4.173 -1.465 -2.940 0.4 0.2 -0.2 0.46
```
Forces are in eV/Å.

The value obtained for the total energy is -4887.06066 a.u. The LUMO energy (alpha / beta) comes out at -2.8 / -2.7 eV. The orbital gap (alpha / beta) comes out at 0.1073 / 0.1102 Eh. Its net charge is 0.